Entry from OMol25: one molecule with the formula C4H7NO2 (ωB97M-V with the def2-TZVPD basis set).

Its gap between HOMO and LUMO is 0.3828 Ha. The SMILES is [H]/N=C(\C)OCC=O. Its relative energy (zero: lowest compared OMol25 entry of this formula, charge and spin) is 36.4 kcal/mol. The HOMO energy comes out at -9.62 eV. The energy is -361.822923 Eh.

Geometry as ORCA input:
```
! RIJCOSX wB97M-V def2-TZVPD def2/J DEFGRID3
* xyz 0 1
C 1.440 0.228 -1.642
C 0.597 -0.239 -0.490
N 0.962 -0.817 0.574
O -0.704 0.101 -0.680
C -1.442 0.483 0.476
C -1.355 -0.419 1.695
O -1.375 0.061 2.804
H 1.590 1.308 -1.527
H 2.416 -0.260 -1.659
H 0.926 0.063 -2.590
H 1.961 -1.006 0.569
H -1.147 1.490 0.790
H -2.489 0.516 0.156
H -1.369 -1.506 1.525
*
```